Record 1
One molecule with the formula C9H6N4O in a non-equilibrium geometry, computed with ωB97M-V/def2-TZVPD.

Its multiplicity is 1. The value obtained for the LUMO energy is 0.002 Ha.

Each line ends with the natural charge from an NBO analysis.
Cartesian coordinates (Å):
N (0.81, 0.14, -2.69)  -0.505
N (-0.12, -0.52, -0.64)  -0.448
N (0.23, -1.24, -4.43)  -0.631
H (-1.55, -1.40, 1.75)  0.235
C (-0.64, 0.22, 3.00)  -0.196
C (0.24, 1.33, 2.99)  -0.215
H (-1.13, 0.01, 3.95)  0.228
C (0.06, -0.90, -3.22)  0.448
C (0.94, 1.72, 1.83)  -0.227
C (0.70, 0.30, -1.42)  0.706
H (1.62, 2.57, 1.84)  0.237
C (-0.95, -1.41, -1.27)  0.282
C (-0.10, -0.11, 0.68)  0.156
C (0.77, 0.97, 0.65)  0.241
O (1.33, 1.22, -0.58)  -0.406
C (-0.84, -0.54, 1.80)  -0.259
N (-0.92, -1.60, -2.57)  -0.411
H (0.29, 1.91, 3.92)  0.227
H (-1.65, -2.00, -0.71)  0.204
H (0.91, -0.66, -4.88)  0.334

=====

Record 2
An isolated ion of composition C9H6NO2 and charge -1 in a non-equilibrium geometry, computed with ωB97M-V/def2-TZVPD.

Its multiplicity is 3. The charge is -1. The value obtained for the LUMO energy (alpha / beta) is 0.137 / 0.055 Ha.

Each line ends with the natural charge from an NBO analysis.
Cartesian coordinates (Å):
N (-0.85, -0.53, -0.82)  -0.326
C (-3.18, -1.18, -0.31)  -0.238
C (1.14, 0.69, -1.23)  -0.259
H (0.94, 0.98, -2.25)  0.206
C (1.10, -0.72, 0.75)  -0.336
H (2.84, 1.88, -1.37)  0.181
O (-3.25, 0.37, 1.55)  -0.709
C (3.05, 0.65, 0.38)  -0.353
C (-1.95, -1.01, -0.50)  0.213
C (-3.70, 0.20, 0.43)  0.768
C (2.32, -0.22, 1.08)  -0.172
H (2.67, -0.66, 2.08)  0.186
H (4.02, 1.03, 0.64)  0.198
H (-3.91, -1.95, -0.39)  0.195
O (-4.44, 0.78, -0.29)  -0.660
C (2.35, 1.16, -0.80)  -0.202
C (0.36, -0.18, -0.34)  0.100
H (0.49, -1.31, 1.41)  0.207

=====

Record 3
C9H7BF2N2OS3SbW as an isolated structure in a non-equilibrium geometry, computed with ωB97M-V/def2-TZVPD.

Its multiplicity is 2. The charge is +2. The value obtained for the LUMO energy (alpha / beta) is -0.301 / -0.405 Ha.

Each line ends with the natural charge from an NBO analysis.
Cartesian coordinates (Å):
F (1.51, -3.30, 0.63)  -0.491
H (-0.78, 3.71, 0.00)  0.461
H (4.61, 0.45, 0.40)  0.260
H (2.85, -1.23, -0.38)  0.265
C (1.90, 2.41, 0.08)  -0.185
C (1.33, 0.15, -0.41)  0.388
H (-3.67, 0.65, -0.02)  0.268
C (3.24, 2.09, 0.18)  -0.095
H (-3.26, 3.39, 0.20)  0.285
S (-3.92, -5.35, -0.58)  -0.408
B (0.27, -3.60, 0.21)  0.997
C (-0.55, 1.62, -0.14)  0.377
H (1.53, 3.40, 0.24)  0.236
W (-0.80, -1.75, -0.13)  0.872
C (-2.57, 2.55, -0.04)  0.034
N (-1.20, 2.75, -0.07)  -0.472
O (0.58, -0.85, -0.98)  -0.620
C (3.57, 0.71, 0.22)  -0.023
S (-2.35, -1.88, 1.54)  -0.441
F (-0.03, -4.89, 0.01)  -0.475
C (-2.71, 1.19, -0.10)  0.006
S (-1.60, -2.99, -1.63)  0.170
Sb (-4.14, -3.80, 1.00)  1.134
C (2.65, -0.21, -0.27)  -0.256
H (4.03, 2.77, 0.30)  0.262
C (0.90, 1.44, -0.11)  -0.025
N (-1.41, 0.61, -0.15)  -0.526

=====

Record 4
One molecule with the formula C9H7BrO in a non-equilibrium geometry, computed with ωB97M-V/def2-TZVPD.

Its multiplicity is 1. The value obtained for the LUMO energy (alpha / beta) is -0.030 / -0.023 Ha.

Each line ends with the natural charge from an NBO analysis.
Cartesian coordinates (Å):
C (-0.87, 1.47, -0.27)  0.192
H (1.13, 4.08, -0.37)  0.159
C (-0.60, 0.19, 0.14)  -0.132
H (-1.81, 1.52, -0.82)  0.173
H (-0.07, -3.63, -0.11)  0.218
H (1.46, 2.75, 0.79)  0.171
C (-0.19, -2.50, -0.09)  -0.221
C (-1.72, -0.72, 0.09)  -0.189
C (1.89, 0.16, 0.82)  -0.077
C (0.86, -1.66, -0.05)  -0.180
Br (3.60, 0.23, 0.05)  0.074
O (-0.24, 2.57, -0.39)  -0.377
H (1.80, -2.09, -0.27)  0.221
H (-2.79, -0.24, 0.02)  0.222
C (-1.54, -2.07, 0.06)  -0.215
H (-2.42, -2.90, 0.05)  0.231
C (0.76, 3.15, 0.15)  -0.040
C (0.75, -0.31, 0.22)  -0.229

=====

Record 5
One molecule with the formula C9H7Cl2NOS in a non-equilibrium geometry, computed with ωB97M-V/def2-TZVPD.

Its multiplicity is 1. The value obtained for the LUMO energy is 0.020 Ha.

Each line ends with the natural charge from an NBO analysis.
Cartesian coordinates (Å):
H (0.36, 2.70, -0.51)  0.212
H (-1.21, 2.08, -0.96)  0.212
C (1.03, -0.11, -1.70)  0.682
C (-0.21, -0.33, 2.81)  -0.211
C (1.32, 0.65, -2.97)  -0.601
C (-0.18, -0.06, 0.41)  0.130
C (0.11, 0.43, 1.69)  -0.036
H (2.40, 0.97, -3.00)  0.250
H (-1.17, -2.01, 3.59)  0.234
H (0.12, 0.03, 3.81)  0.237
C (-0.14, 1.96, -1.11)  -0.304
C (-1.33, -1.92, 1.42)  -0.005
C (-0.87, -1.53, 2.68)  -0.218
Cl (1.06, 1.86, 1.96)  0.014
O (1.46, -1.25, -1.57)  -0.588
C (-0.95, -1.21, 0.32)  -0.210
S (0.32, 2.19, -2.89)  0.171
H (-1.22, -1.59, -0.67)  0.247
Cl (-2.26, -3.43, 1.29)  -0.005
N (0.24, 0.58, -0.77)  -0.467
H (1.10, 0.01, -3.82)  0.256

=====

Record 6
C9H7CrN2O5 as an isolated structure in a non-equilibrium geometry, computed with ωB97M-V/def2-TZVPD.

Its multiplicity is 4. The charge is +2. The value obtained for the LUMO energy (alpha / beta) is -0.331 / -0.406 Ha.

Each line ends with the natural charge from an NBO analysis.
Cartesian coordinates (Å):
H (1.03, 1.88, 0.52)  0.216
H (2.57, -0.61, 2.85)  0.462
O (-1.43, -2.66, -1.62)  -0.287
N (0.22, -0.68, 0.75)  -0.538
N (1.77, -0.88, 2.28)  -0.466
C (1.22, -0.06, 1.36)  0.414
O (-1.24, 2.38, -5.11)  -0.392
C (1.69, 1.32, 1.19)  -0.676
C (0.73, 0.64, -1.58)  0.589
C (0.18, -1.99, 1.25)  -0.101
H (2.71, 1.29, 0.78)  0.279
C (-1.22, 1.73, -4.18)  0.467
H (-1.17, 0.24, -2.42)  0.172
H (1.71, 1.81, 2.18)  0.283
C (-2.87, 0.55, -1.33)  0.633
O (-4.03, 0.48, -1.34)  -0.270
C (-1.52, 1.27, 0.69)  0.578
C (-1.21, -1.57, -1.26)  0.602
C (1.12, -2.09, 2.24)  -0.013
O (-1.91, 1.73, 1.70)  -0.279
O (1.85, 0.62, -1.90)  -0.309
H (-0.53, -2.73, 0.91)  0.246
H (1.37, -2.91, 2.88)  0.275
Cr (-1.03, 0.24, -0.84)  0.112

=====

Record 7
C9H7CuNO3 as an isolated structure in a non-equilibrium geometry, computed with ωB97M-V/def2-TZVPD.

Its multiplicity is 2. The charge is +2. The value obtained for the LUMO energy (alpha / beta) is -0.317 / -0.477 Ha.

Each line ends with the natural charge from an NBO analysis.
Cartesian coordinates (Å):
C (0.56, 0.69, 0.87)  0.227
C (-0.73, -0.57, -0.60)  0.242
H (-2.69, -1.16, 0.02)  0.281
H (-0.20, 1.22, 2.77)  0.283
O (4.58, 1.68, -0.66)  -0.336
C (1.22, 1.17, -3.70)  0.412
H (-0.72, -1.05, -1.59)  0.260
Cu (1.57, 1.42, -1.71)  0.806
O (0.86, 1.42, -4.78)  -0.328
C (-1.79, -0.64, 0.32)  -0.025
H (-2.46, 0.58, 3.47)  0.253
O (3.22, -4.34, -2.62)  -0.447
H (-3.76, 0.49, 2.25)  0.283
H (-3.13, -0.99, 2.95)  0.284
C (-1.67, 0.01, 1.58)  0.042
C (3.60, 1.32, -1.15)  0.421
C (2.87, -3.26, -2.50)  0.450
N (0.36, 0.17, -0.35)  -0.599
H (1.56, 1.14, 0.97)  0.243
C (-0.44, 0.67, 1.85)  -0.079
C (-2.82, 0.02, 2.59)  -0.673

=====

Record 8
One molecule with the formula C9H7F2NO2 in a non-equilibrium geometry, computed with ωB97M-V/def2-TZVPD.

Its multiplicity is 1. The value obtained for the LUMO energy is 0.011 Ha.

Each line ends with the natural charge from an NBO analysis.
Cartesian coordinates (Å):
H (2.92, -0.24, 2.39)  0.233
H (-3.45, -0.11, 0.34)  0.399
C (0.86, -0.44, 1.51)  -0.199
C (0.39, 0.70, -0.57)  -0.169
C (-1.48, -2.11, 0.47)  0.653
O (-0.50, -0.22, -2.54)  -0.656
H (1.74, 2.21, -1.03)  0.230
C (-1.48, -0.76, 0.50)  0.004
F (-2.59, -2.97, 0.44)  -0.343
H (3.48, 1.43, 0.39)  0.225
F (-0.41, -2.87, 0.20)  -0.308
O (-0.52, 2.04, -2.26)  -0.584
C (1.61, 1.33, -0.39)  -0.155
C (-0.03, -0.19, 0.48)  0.003
C (2.51, 1.02, 0.60)  -0.226
C (-0.30, 0.92, -1.83)  0.767
H (-2.22, 1.06, 0.35)  0.392
H (-0.75, 0.10, -3.39)  0.495
C (2.17, 0.15, 1.60)  -0.182
H (0.58, -1.22, 2.21)  0.226
N (-2.54, 0.16, 0.54)  -0.806

=====

Record 9
A 2-piece molecular cluster, C9H7F3N2 overall in a non-equilibrium geometry, computed with ωB97M-V/def2-TZVPD.

Its multiplicity is 1. The value obtained for the LUMO energy is -0.004 Ha.

Each line ends with the natural charge from an NBO analysis.
Cartesian coordinates (Å):
C (1.13, -0.98, -0.47)  -0.346
C (2.44, -1.09, 0.02)  -0.193
H (-1.52, 0.72, -2.62)  0.396
H (0.74, -1.71, -1.16)  0.224
C (-1.92, 1.67, -0.22)  0.233
C (0.41, 0.09, -0.02)  0.210
N (-1.92, 0.03, -2.00)  -0.786
H (3.94, -0.25, 1.28)  0.218
C (2.16, 0.92, 1.32)  -0.188
H (2.55, 1.65, 2.01)  0.218
N (-1.95, 2.76, 0.14)  -0.270
H (3.05, -1.92, -0.30)  0.217
C (2.93, -0.15, 0.90)  -0.222
H (0.23, 1.87, 1.15)  0.242
F (-1.97, -0.52, 1.56)  -0.306
F (-3.63, -0.87, 0.24)  -0.318
C (-1.77, 0.33, -0.64)  -0.018
H (-1.66, -0.92, -2.24)  0.395
C (-2.29, -0.74, 0.28)  0.958
F (-1.80, -1.94, -0.06)  -0.326
C (0.86, 1.05, 0.84)  -0.338

=====

Record 10
An isolated ion of composition C9H7N2O3 and charge -1 in a non-equilibrium geometry, computed with ωB97M-V/def2-TZVPD.

Its multiplicity is 1. The charge is -1. The value obtained for the LUMO energy is 0.127 Ha.

Each line ends with the natural charge from an NBO analysis.
Cartesian coordinates (Å):
O (0.78, -2.74, -0.60)  -0.667
C (0.70, -1.65, -0.06)  0.589
H (-3.75, -0.71, -1.19)  0.194
H (3.29, -0.96, -0.19)  0.375
H (-3.62, 1.34, -0.12)  0.188
O (2.64, 0.97, -0.88)  -0.727
C (-0.44, 0.56, 0.31)  -0.044
C (-2.74, 0.87, -0.22)  -0.210
H (3.40, -0.97, 1.43)  0.344
C (1.77, 1.64, -0.38)  0.743
N (1.62, -1.12, 0.71)  -0.289
H (-1.93, -2.18, -1.06)  0.212
H (1.00, 1.21, 1.80)  0.206
C (0.93, 0.92, 0.73)  -0.085
C (-1.73, -1.21, -0.73)  -0.154
O (1.53, 2.84, -0.33)  -0.725
C (-2.83, -0.39, -0.83)  -0.238
C (-0.50, -0.76, -0.19)  -0.113
N (2.97, -1.33, 0.61)  -0.611
H (-1.50, 2.33, 0.87)  0.218
C (-1.61, 1.35, 0.33)  -0.206

=====

Record 11
An isolated ion of composition C9H7N2OS and charge -1 in a non-equilibrium geometry, computed with ωB97M-V/def2-TZVPD.

Its multiplicity is 1. The charge is -1. The value obtained for the LUMO energy is 0.127 Ha.

Each line ends with the natural charge from an NBO analysis.
Cartesian coordinates (Å):
C (0.86, -0.26, 1.20)  0.590
H (-1.85, -0.35, 3.25)  0.216
C (2.07, -0.48, -1.74)  -0.410
C (-1.00, 0.57, -0.09)  0.184
N (-4.40, 0.45, 1.18)  -0.412
C (-1.89, 0.17, 1.29)  -0.316
S (-1.84, 1.28, -1.39)  -0.290
N (0.31, 0.37, 0.07)  -0.455
O (2.08, -0.42, 1.12)  -0.688
H (0.76, 0.86, -3.14)  0.223
H (1.60, 1.63, -1.08)  0.215
H (2.09, -1.55, -1.60)  0.230
H (-0.14, -0.66, -2.39)  0.241
C (-3.26, 0.33, 1.20)  0.301
C (0.81, 0.02, -2.43)  -0.443
C (1.22, 0.59, -1.06)  -0.037
H (0.66, -1.27, 3.10)  0.213
C (0.08, -0.65, 2.28)  -0.448
H (3.16, -0.18, -2.09)  0.205
C (-1.31, -0.45, 2.34)  -0.117

=====

Record 12
One molecule with the formula C9H7NO2 in a non-equilibrium geometry, computed with ωB97M-V/def2-TZVPD.

Its multiplicity is 1. The value obtained for the LUMO energy is -0.007 Ha.

Each line ends with the natural charge from an NBO analysis.
Cartesian coordinates (Å):
C (0.03, 0.24, 0.82)  -0.129
H (1.77, 1.82, -2.85)  0.211
C (0.42, 1.46, 0.00)  0.694
H (-0.65, -1.53, 3.70)  0.232
C (-0.19, 0.01, 2.17)  -0.169
H (-0.53, -2.73, -0.55)  0.238
C (-0.75, -2.27, 1.64)  -0.207
O (0.69, 2.54, 0.46)  -0.548
C (0.83, 1.96, -2.41)  -0.415
C (-0.24, -0.72, -0.12)  -0.122
H (0.00, 0.77, 2.92)  0.231
H (0.18, 1.79, -3.20)  0.221
C (-0.64, -1.28, 2.61)  -0.199
C (-0.02, -0.18, -1.53)  0.687
N (0.46, 1.08, -1.31)  -0.462
O (-0.31, -0.71, -2.57)  -0.550
H (0.70, 3.02, -2.06)  0.233
H (-1.20, -3.26, 1.98)  0.226
C (-0.55, -2.01, 0.29)  -0.171